(1)
Below is a single C4H6S molecule at a distorted geometry, with properties calculated with ωB97M-V/def2-TZVPD.

Results
orbital gap	8.675	eV
charge	0
energy above the lowest of the compared OMol25 structures with the same formula, charge and spin	79.6	kcal/mol
SMILES	C=CSC=C

```
11
Properties=species:S:1:pos:R:3:mulliken_charge:R:1
C 2.5041 -0.3703 -0.0765 -0.651
C 1.4057 0.3788 -0.2623 -0.018
S 0.0061 -0.6346 0.0055 -0.102
C -1.2985 0.3635 0.1292 -0.211
C -2.5006 -0.2245 -0.2573 -0.721
H 2.5793 -1.3905 0.3768 0.269
H 3.4541 0.3851 0.0433 0.176
H 1.2952 1.5526 -0.4846 0.288
H -1.1881 1.0913 0.8928 0.371
H -3.3352 0.1226 0.0726 0.332
H -2.9220 -1.2740 -0.4396 0.268
```

(2)
Below is a molecular structure, C4H9N3 at a distorted geometry, with properties calculated with ωB97M-V/def2-TZVPD.

Results
orbital gap	8.906	eV
charge	0
energy above the lowest of the compared OMol25 structures with the same formula, charge and spin	131.7	kcal/mol

```
16
Properties=species:S:1:pos:R:3:mulliken_charge:R:1
C -1.0703 0.5730 1.5272 -0.908
C -0.3327 0.7041 0.2610 0.481
C 0.0754 1.8834 -0.2626 -1.177
C 0.7940 -0.6393 -1.3217 -0.068
H -2.0009 1.4383 1.7863 0.278
H -1.5678 -0.6852 1.7721 0.252
H -0.1604 0.4987 2.1869 0.243
H -0.3721 2.8264 -0.0145 0.318
H 0.6466 1.6814 -1.0910 0.611
H -0.4817 -2.5763 0.2417 0.288
H 1.0273 -1.7190 1.0582 0.260
H 0.7508 -1.8318 -1.7969 0.117
H 1.4396 -0.1804 -2.8701 0.269
N -0.0013 -0.5607 -0.2164 0.106
N 0.0213 -1.6805 0.7504 -0.587
N 1.2323 0.2679 -2.0105 -0.484
```

(3)
Below is a molecular structure, C17H20N3O4S3SiY at a distorted geometry, with properties calculated with ωB97M-V/def2-TZVPD.

Results
orbital gap	6.307	eV
charge	-2
energy above the lowest of the compared OMol25 structures with the same formula, charge and spin	4.7	kcal/mol

```
49
Properties=species:S:1:pos:R:3:mulliken_charge:R:1
Y -0.0325 -0.5528 1.1974 0.865
S -1.5742 1.2256 -0.3467 -0.544
C -2.4930 -0.1656 -0.8123 0.952
S -1.7388 -1.7125 -0.7062 -0.444
C -3.7966 -0.0257 -1.2840 -0.116
C -4.6004 -1.1070 -1.6521 0.158
N -5.3379 -1.9414 -1.9598 -0.644
C -4.4584 1.2022 -1.3607 0.140
N -5.0893 2.1682 -1.4262 -0.643
C 7.1511 -2.7399 4.0656 -1.517
C 5.8964 -2.7038 3.2390 1.162
C 4.8626 -1.8310 3.5592 -1.211
C 3.7243 -1.7545 2.7722 -0.251
C 3.6259 -2.5351 1.6365 -0.400
C 4.6393 -3.4206 1.3156 -0.378
C 5.7645 -3.5148 2.1164 -0.672
S 2.1485 -2.4852 0.5714 1.775
O 1.0158 -2.7868 1.4720 -0.661
O 2.3864 -3.5095 -0.4242 -0.842
N 1.8753 -1.0523 -0.0155 -0.609
C 2.9727 -0.1168 -0.0581 -0.665
C 2.9516 0.8200 1.2003 0.678
O 3.9587 1.4788 1.4451 -0.774
O 1.8841 0.7959 1.8917 -0.677
H 6.9780 -2.3142 5.0508 0.354
H 7.9319 -2.1585 3.5748 0.291
H 7.5238 -3.7558 4.1823 0.383
H 4.9518 -1.1937 4.4280 0.318
H 2.9228 -1.0757 3.0215 0.632
H 4.5253 -4.0247 0.4284 0.518
H 6.5548 -4.2136 1.8656 0.346
H 2.8815 0.5196 -0.9491 0.385
H 3.9478 -0.6242 -0.1050 0.307
C -0.6917 0.4720 5.3915 -1.012
Si -1.4449 -1.0723 4.5364 0.361
C -0.1686 -2.4975 4.7023 -0.871
C -2.9979 -1.5821 5.5750 -1.101
C -1.8226 -0.6985 2.7500 -0.954
H -0.2627 0.2451 6.3640 0.302
H -1.4366 1.2482 5.5304 0.309
H 0.0924 0.8838 4.7601 0.261
H -0.1273 -2.9360 5.6978 0.384
H 0.8258 -2.1334 4.4545 0.123
H -0.3955 -3.2893 3.9937 0.274
H -2.7751 -1.7500 6.6252 0.278
H -3.4375 -2.4917 5.1758 0.309
H -3.7556 -0.8061 5.5152 0.279
H -2.4451 0.2069 2.6857 0.440
H -2.4370 -1.5128 2.3326 0.402
```

(4)
Below is 12 unconnected molecules or ions with the total composition C39H68BrCl22N4O at a distorted geometry, with properties calculated with ωB97M-V/def2-TZVPD.

Results
orbital gap	6.908	eV
charge	+1

```
135
Properties=species:S:1:pos:R:3:mulliken_charge:R:1
C 0.5254 -1.4643 3.1575 -0.801
C 0.1922 -1.3585 1.5644 0.975
O 1.4733 -1.2695 0.8943 -0.471
C 1.4965 -0.1436 -0.0471 1.128
C 2.3918 1.0742 0.4927 0.029
C 1.5775 2.1046 1.4204 0.237
C 1.2243 3.4943 0.7018 -0.558
C -0.0276 4.2459 1.3815 -0.738
C -1.3904 3.4397 1.0186 0.255
C -2.6335 3.4427 1.9408 -0.547
C -3.9462 2.7067 1.5559 -0.076
Br -5.5968 2.6876 2.6299 -0.054
C -3.8122 1.9466 0.1692 1.027
C -5.0674 1.1038 -0.3570 -0.830
N -5.2649 -0.1657 0.4332 -0.174
N -2.5515 2.0634 -0.4757 1.041
C -2.4817 1.2766 -1.7735 -0.496
C -2.2246 -0.2242 -1.5895 0.569
C -2.1011 -1.0589 -2.9266 -0.557
C -2.2669 -0.1411 -4.1782 -0.289
C -2.5636 1.3678 -4.1596 -0.563
N -2.6680 2.0628 -2.9269 -0.458
N -1.4332 2.7104 -0.1907 -0.668
H 1.6635 -1.6026 3.2654 0.126
H -0.0488 -2.3134 3.6692 0.345
H 0.1962 -0.4817 3.6390 0.098
H -0.4196 -2.2902 1.2502 -0.293
H -0.4635 -0.4288 1.4455 -0.244
H 2.0380 -0.5460 -0.9811 -0.846
H 0.4528 0.1710 -0.3932 -0.203
H 3.2518 0.5953 1.0977 -0.007
H 2.8800 1.5767 -0.4210 0.070
H 2.2316 2.3175 2.3374 0.012
H 0.6439 1.5543 1.8018 -0.061
H 2.1279 4.2055 0.8206 0.397
H 1.0827 3.3661 -0.4395 0.166
H -0.1214 5.3201 0.9640 0.374
H 0.0833 4.2683 2.5310 0.339
H -2.5796 4.0337 2.9207 0.361
H -5.9941 1.7593 -0.1129 0.224
H -5.0901 0.9437 -1.4831 0.345
H -6.0916 -0.6355 0.0184 0.353
H -5.5875 0.0817 1.3917 -0.068
H -2.1241 -0.7374 -0.5684 0.360
H -1.9060 -2.1773 -2.9614 0.390
H -2.1590 -0.6375 -5.2106 0.318
H -2.6898 1.9813 -5.1247 0.360
Cl 5.2900 2.3712 3.0020 -0.176
C 5.4664 1.6244 4.6114 -0.162
C 4.3327 0.6723 4.9284 0.082
Cl 2.7840 1.5225 5.1578 -0.194
H 5.5353 2.4249 5.3505 0.384
H 6.4162 1.0825 4.6049 -0.135
H 4.5436 0.1419 5.8598 0.439
H 4.1983 -0.0681 4.1400 -0.282
Cl 3.0888 -0.3327 -2.9020 -0.185
C 3.2377 0.9991 -4.0769 -0.401
C 2.4641 2.2304 -3.6457 -0.487
Cl 0.7004 1.9715 -3.7002 -0.063
H 2.9013 0.6335 -5.0478 0.182
H 4.3010 1.2356 -4.1529 0.394
H 2.6840 3.0622 -4.3219 0.188
H 2.7302 2.5372 -2.6320 0.380
Cl -9.4465 -0.2658 -1.4999 -0.183
C -10.2812 0.4537 -0.1004 -0.408
C -9.3831 1.3926 0.6780 -0.709
Cl -8.0715 0.5249 1.5174 0.004
H -10.6530 -0.3583 0.5267 0.298
H -11.1403 1.0025 -0.4919 0.344
H -9.9627 1.9097 1.4457 0.348
H -8.9311 2.1456 0.0298 0.333
Cl 0.5254 -3.0977 -4.2192 -0.058
C 0.3128 -4.7050 -4.9572 -0.373
C -0.9891 -4.8123 -5.7241 -0.486
Cl -2.4088 -4.7812 -4.6469 -0.200
H 0.3757 -5.4524 -4.1647 0.100
H 1.1559 -4.8563 -5.6342 0.327
H -1.0231 -5.7602 -6.2653 0.368
H -1.0963 -4.0035 -6.4491 0.334
Cl -8.1066 -0.4514 6.9781 -0.188
C -8.3331 -1.2211 5.3882 -0.400
C -7.0149 -1.5174 4.7029 -0.435
Cl -6.1681 -0.0305 4.2022 -0.099
H -8.9623 -0.5669 4.7819 0.235
H -8.8771 -2.1518 5.5621 0.353
H -7.1910 -2.1017 3.7970 0.144
H -6.3450 -2.0874 5.3488 0.407
Cl -1.9116 -4.6962 2.0682 -0.190
C -3.1060 -3.9619 0.9695 -0.144
C -4.1560 -3.1623 1.7150 -0.115
Cl -5.2350 -4.2006 2.6805 -0.209
H -3.5550 -4.7601 0.3758 0.440
H -2.5520 -3.3055 0.2941 -0.081
H -4.7869 -2.6258 1.0033 0.051
H -3.7020 -2.4298 2.3852 0.246
Cl 3.4447 -5.4678 -3.5671 -0.173
C 3.1046 -6.1631 -1.9628 -0.521
C 2.8063 -7.6468 -2.0338 -0.374
Cl 1.2557 -7.9828 -2.8444 -0.181
H 2.2748 -5.6075 -1.5221 0.298
H 3.9921 -5.9922 -1.3499 0.358
H 2.7317 -8.0582 -1.0250 0.306
H 3.5907 -8.1892 -2.5644 0.308
Cl 4.5328 4.0100 -4.8009 -0.111
C 4.3717 5.7837 -4.7357 -0.549
C 5.3075 6.4057 -3.7195 -0.458
Cl 4.8498 5.9975 -2.0472 -0.159
H 3.3285 6.0210 -4.5191 0.323
H 4.6056 6.1591 -5.7341 0.332
H 5.2718 7.4941 -3.8009 0.330
H 6.3395 6.0871 -3.8759 0.314
Cl 7.6845 -0.7791 4.3975 -0.184
C 7.7817 -1.7052 2.8763 -0.397
C 6.6917 -1.3217 1.8948 -0.554
Cl 5.0766 -1.8305 2.4465 -0.136
H 7.7417 -2.7671 3.1246 0.318
H 8.7610 -1.4934 2.4422 0.329
H 6.8671 -1.8150 0.9364 0.431
H 6.6670 -0.2437 1.7224 0.227
Cl 0.0675 -0.1174 6.6450 -0.054
C -0.4004 -0.0046 8.3598 -0.596
C 0.6234 0.7508 9.1829 -0.416
Cl 2.1523 -0.1480 9.3444 -0.180
H -0.5509 -1.0175 8.7370 0.331
H -1.3597 0.5165 8.3922 0.293
H 0.2415 0.9098 10.1936 0.333
H 0.8481 1.7261 8.7474 0.293
Cl 7.3939 0.7019 -7.7665 -0.182
C 6.1924 1.4461 -8.8500 -0.421
C 5.1500 2.2397 -8.0889 -0.440
Cl 4.0794 1.1928 -7.1236 -0.134
H 5.7371 0.6535 -9.4462 0.318
H 6.7412 2.1070 -9.5243 0.310
H 4.5127 2.7829 -8.7901 0.337
H 5.6097 2.9659 -7.4160 0.220
```

(5)
Below is a gas-phase ion, C8H12N3O2 (charge +1) at a distorted geometry, with properties calculated with ωB97M-V/def2-TZVPD.

Results
orbital gap	8.281	eV
charge	+1
energy above the lowest of the compared OMol25 structures with the same formula, charge and spin	183.6	kcal/mol
SMILES	CO/N=C/[NH+]=C\C=C(/CC#N)OC

```
25
Properties=species:S:1:pos:R:3:mulliken_charge:R:1
C 2.6142 2.1899 0.7738 -0.718
O 1.7340 1.0793 0.9180 -0.310
N 0.5913 0.8397 0.2022 -0.087
C 0.0420 1.7169 -0.5406 -0.145
N -0.9621 1.2927 -1.4336 -0.014
C -1.3274 0.0128 -1.7318 -0.241
C -1.0796 -1.1010 -1.0061 -0.796
C -0.6819 -1.1663 0.3522 0.831
C -1.4586 -0.5263 1.4524 -0.245
C -2.2428 0.6682 1.1444 0.150
N -2.8639 1.5959 0.8920 -0.373
O 0.1789 -2.0813 0.7482 -0.303
C 0.7656 -3.0620 -0.1196 -0.761
H 3.5652 1.7360 1.0263 0.271
H 2.6298 3.0196 1.4912 0.280
H 2.5213 2.5510 -0.1619 0.379
H 0.3467 2.8479 -0.6459 0.318
H -1.3545 2.0517 -1.9615 0.245
H -1.8026 0.0829 -2.7642 0.369
H -1.1820 -1.8722 -1.7288 0.378
H -0.7479 -0.5534 2.3479 0.391
H -2.0228 -1.4428 1.8383 0.413
H 0.1044 -3.4167 -0.9198 0.334
H 0.9199 -3.8710 0.4164 0.332
H 1.7131 -2.5914 -0.5895 0.302
```

(6)
Below is a molecular structure, C14H19ClDy at a distorted geometry, with properties calculated with ωB97M-V/def2-TZVPD.

Results
orbital gap (alpha / beta)	6.104 / 6.066	eV
charge	-1
multiplicity	6
expectation value of S²	9.34
energy above the lowest of the compared OMol25 structures with the same formula, charge and spin	0.0	kcal/mol

```
35
Properties=species:S:1:pos:R:3:mulliken_charge:R:1
C -0.3276 2.7085 -1.1371 -0.810
C -0.6382 2.0816 -2.3932 -0.340
C 0.2925 1.0225 -2.6121 -0.732
H -1.3996 2.4514 -3.0967 0.363
C 1.2019 0.9999 -1.5179 -0.583
C 0.8137 2.0341 -0.5836 0.177
H 1.2828 2.2449 0.3729 0.186
H -0.8347 3.5533 -0.6819 0.420
H 0.3999 0.3743 -3.4846 0.449
H 2.1011 0.3926 -1.4540 0.489
Dy -1.1571 0.1171 -0.6124 0.626
Cl -2.9286 1.5618 0.2963 -0.520
C -2.8058 -1.7687 -0.2318 -0.506
C -1.6417 -2.3920 -0.7976 -0.504
C -1.5798 -2.0236 -2.1837 -0.462
H -0.9647 -3.0866 -0.2922 0.506
C -2.6976 -1.1840 -2.4690 -0.305
C -3.4377 -1.0102 -1.2672 -0.581
H -4.3700 -0.4405 -1.1837 0.419
H -3.1398 -1.8343 0.8121 0.353
H -0.9097 -2.4593 -2.9315 0.416
H -3.0251 -0.8549 -3.4651 0.407
C 2.2952 -1.2054 3.1118 -1.584
C 1.5066 -0.0539 2.5065 1.022
C 2.4842 1.1296 2.3728 -1.468
C 0.8964 -0.5080 1.2004 -1.127
H 3.0630 -1.5409 2.3917 0.292
H 1.6447 -2.0699 3.2810 0.370
H 2.7921 -0.9140 4.0431 0.463
H 0.7439 0.2937 3.2259 0.182
H 3.0326 1.1470 1.4256 0.285
H 1.9917 2.1001 2.4484 0.293
H 3.2735 1.1363 3.1445 0.408
H 0.3166 -1.4368 1.2775 0.345
H 1.7252 -0.5657 0.4847 0.049
```